[1]
39
Properties=species:S:1:pos:R:3 method="wB97M-V/def2-TZVPD" orbital_gap_ev="10.3 / 3.4" e_above_lowest_kj_mol=106.1 s2=0.75 charge=+1 spin_multiplicity=2
C -1.336 -0.938 -0.158
O -2.017 0.259 0.035
C 0.131 -0.611 -0.211
C 1.179 -1.172 0.789
C 2.572 -1.518 0.224
C 0.581 -2.413 1.430
H -1.645 -1.343 -1.266
H -1.757 -1.658 0.459
H -2.941 0.193 0.460
H 0.287 0.569 0.032
H 0.362 -0.599 -1.244
H 1.101 -0.380 1.629
H 3.244 -0.794 -0.251
H 3.086 -1.934 1.036
H 2.568 -2.362 -0.545
H 1.134 -3.392 1.312
H -0.512 -2.247 1.277
H 0.828 -2.258 2.488
H -2.597 -0.602 2.330
H -1.776 -1.731 2.818
O -2.604 -1.503 2.552
H -0.495 3.341 0.398
H -1.026 2.174 -0.283
O -0.986 3.160 -0.328
H 2.216 1.149 3.619
H 0.902 1.805 3.158
O 1.270 1.160 3.744
H 0.039 2.237 -3.028
H 0.008 3.238 -1.881
O 0.616 2.686 -2.339
H -1.345 0.111 -2.716
H -0.645 -0.433 -3.923
O -1.316 0.137 -3.662
H -0.688 -2.383 -2.279
H 0.847 -2.350 -2.575
O -0.049 -2.537 -3.040
H 1.505 2.592 0.486
H 2.591 1.663 0.716
O 2.080 2.301 1.205

***

[2]
49
Properties=species:S:1:pos:R:3 method="wB97M-V/def2-TZVPD" orbital_gap_ev=8.9 charge=-1
C -0.033 -0.299 0.917
O 0.225 -0.555 -0.406
H -1.072 -0.083 1.163
H 0.270 -1.116 1.572
H 0.660 0.411 1.370
C -3.739 1.840 0.671
O -4.588 2.688 0.745
N -2.527 1.983 0.868
N -4.076 0.603 0.549
H -2.233 2.898 1.179
H -1.867 1.223 0.786
H -3.421 -0.148 0.385
H -5.066 0.484 0.389
C 4.186 1.821 1.708
O 4.983 2.216 2.471
N 3.694 0.571 1.741
N 3.765 2.449 0.586
H 3.219 0.201 0.930
H 4.048 -0.124 2.383
H 3.270 2.063 -0.205
H 3.923 3.424 0.375
C -0.066 1.390 -3.238
O -0.469 1.964 -4.235
N 0.395 0.174 -3.128
N -0.130 2.007 -2.077
H 0.319 -0.447 -3.921
H 0.495 -0.144 -2.175
H 0.052 1.437 -1.264
H -0.903 2.654 -2.018
C -2.751 -2.345 -1.883
O -3.677 -2.913 -2.333
N -1.685 -2.915 -1.412
N -2.684 -1.005 -1.589
H -0.968 -2.356 -0.973
H -1.562 -3.886 -1.661
H -3.498 -0.531 -1.955
H -1.855 -0.660 -1.127
O 0.433 -4.069 0.869
H -0.459 -4.375 1.030
H 0.324 -3.188 0.512
O 2.062 -3.346 2.865
H 1.296 -2.876 3.194
H 1.759 -3.765 2.060
O 3.001 -0.633 -0.844
H 2.064 -0.551 -0.669
H 3.204 -1.546 -0.642
O 0.364 3.332 2.410
H 1.305 3.349 2.237
H 0.017 2.693 1.788

***

[3]
43
Properties=species:S:1:pos:R:3 method="wB97M-V/def2-TZVPD" orbital_gap_ev=8.9 e_above_lowest_kj_mol=326.5 charge=0
N -2.501 2.170 -1.156
C -1.753 1.393 -0.195
C -0.525 0.656 -0.809
N -0.499 -0.754 -0.340
C -0.598 -1.772 -1.363
C 0.727 -0.879 0.463
C 0.921 -2.231 1.217
O -0.022 -3.274 0.930
H -2.008 2.603 -1.924
H -3.299 2.704 -0.865
H -1.421 1.894 0.718
H -2.443 0.617 0.081
H 0.334 1.191 -0.424
H -0.591 0.731 -1.898
H -1.051 -1.492 -2.323
H -1.203 -2.613 -1.077
H 0.327 -2.234 -1.726
H 0.747 -0.167 1.280
H 1.659 -0.784 -0.093
H 1.853 -2.736 0.973
H 0.914 -2.037 2.292
H -0.539 -3.526 1.700
H 2.202 0.629 -1.960
H 3.555 1.129 -1.618
O 2.641 1.186 -1.312
H -3.980 -0.403 -1.343
H -2.539 -0.851 -1.313
O -3.434 -1.178 -1.173
H 3.073 0.745 2.714
H 2.226 1.936 2.950
O 3.038 1.679 2.476
H -2.550 -0.560 2.148
H -1.697 -1.715 1.772
O -2.181 -1.366 2.534
H 1.958 2.331 -0.088
H 2.401 2.507 1.390
O 1.770 2.816 0.734
H -0.377 0.775 2.570
H 0.428 1.644 1.729
O 0.279 1.473 2.665
H 0.807 -1.325 -3.411
H 1.861 -0.178 -3.811
O 1.492 -0.734 -3.113